1.
C5H17O4 | wB97M-V/def2-TZVPD

Structure (ORCA input):
```
! wB97M-V def2-TZVPD RIJCOSX def2/J DEFGRID3
* xyz -1 1
H 0.376 1.640 -1.073
C -0.566 -1.575 -3.292
C 1.924 0.504 -0.422
O 1.760 1.424 0.706
O -1.063 1.412 1.654
H -2.214 -0.356 1.377
H -1.451 -0.041 -0.912
H 0.090 -2.231 -3.867
C -0.411 -0.313 -1.098
H 0.823 1.420 0.961
O 1.016 0.720 3.418
C 0.711 0.654 -1.378
C -0.269 -1.671 -1.765
O -2.562 -1.269 1.383
H 1.033 0.791 -2.413
H -1.574 -1.953 -3.446
H -0.404 -0.563 -3.644
H -2.494 -1.563 0.474
H 0.136 0.888 3.019
H -0.251 -0.537 -0.024
H 0.730 -2.110 -1.660
H -0.865 -2.521 -1.418
H 1.584 1.205 2.809
H 2.821 0.912 -0.877
H 1.826 -0.439 0.117
H -1.848 1.929 1.450
*
```

The HOMO-LUMO gap comes out at 7.709 eV. The value obtained for the HOMO energy is -4.3 eV. The calculation puts the electronic energy at -501.6568 a.u. Its energy above the lowest of the compared OMol25 structures with the same formula, charge and spin is 1.3 kcal per mole.

2.
C5H18FN3O5 | wB97M-V/def2-TZVPD

Structure (ORCA input):
```
! wB97M-V def2-TZVPD RIJCOSX def2/J DEFGRID3
* xyz 2 1
N 0.908 3.024 -7.542
H 6.833 5.030 -8.122
H -0.879 -0.483 -9.539
C 2.800 0.435 -9.226
H 1.496 2.535 -6.883
H 4.851 -0.197 -9.674
H 4.660 1.424 -9.436
O 5.763 5.773 -5.534
H -0.880 0.668 -8.361
H 4.058 0.911 -10.944
C 6.015 4.503 -6.094
O 4.583 7.592 -6.218
O 2.662 -0.443 -8.321
H 7.073 4.296 -5.934
O 1.924 1.195 -9.526
N -0.366 -0.107 -8.754
H -0.079 2.822 -7.472
N 1.997 -0.845 -5.760
H 2.419 -0.901 -6.676
H 1.008 -0.924 -5.951
H -0.244 -0.916 -8.162
H 1.127 3.991 -7.349
C 4.135 0.592 -9.904
H 1.126 2.745 -8.488
H 2.305 -1.584 -5.144
C 5.144 6.523 -6.368
O 5.074 5.820 -7.512
H 5.367 3.698 -5.746
C 5.964 4.711 -7.547
F 5.207 3.803 -8.086
H 0.570 0.222 -8.945
H 2.219 0.095 -5.466
*
```

The HOMO-LUMO gap comes out at 7.207 eV. The value obtained for the HOMO energy is -15.2 eV. The calculation puts the electronic energy at -841.0142 a.u. Its energy above the lowest of the compared OMol25 structures with the same formula, charge and spin is 7.3 kcal per mole.

3.
C5H18N2O3 | wB97M-V/def2-TZVPD

Structure (ORCA input):
```
! wB97M-V def2-TZVPD RIJCOSX def2/J DEFGRID3
* xyz 0 1
H 2.172 1.936 1.159
H -1.520 -1.018 -2.580
H 3.409 0.794 0.919
O -1.191 2.090 -0.506
C -0.364 -1.207 -0.323
H -1.502 0.650 1.016
H -0.192 1.574 1.337
O -1.307 -0.581 3.457
H 1.116 -0.067 1.615
H 0.604 0.563 -1.231
H 2.591 0.039 -2.583
H 0.049 -1.773 -1.181
H 2.558 1.348 -0.506
C 0.308 0.184 -0.268
H -2.312 -2.394 -0.646
C -1.825 -1.340 -0.603
H -2.104 2.278 -0.266
H -2.255 0.252 -1.830
N -2.224 -0.762 -1.895
H -2.508 -0.928 0.171
C -0.692 1.173 0.455
H 2.962 -0.703 -1.206
H 0.097 -1.868 0.495
H -1.196 -0.885 2.551
C 2.429 1.044 0.538
N 1.449 -0.044 0.655
H -1.620 0.331 3.432
O 3.069 -0.686 -2.175
*
```

Its SMILES is CN[C@H](CO)CCN.O.O. The HOMO-LUMO gap comes out at 9.619 eV. The value obtained for the HOMO energy is -9.3 eV. The calculation puts the electronic energy at -536.4630 a.u. Its energy above the lowest of the compared OMol25 structures with the same formula, charge and spin is 46.5 kcal per mole.

Which formula does entry 1 have? C5H17O4

What did the first record say?
C5H17O4 | wB97M-V/def2-TZVPD

Structure (ORCA input):
```
! wB97M-V def2-TZVPD RIJCOSX def2/J DEFGRID3
* xyz -1 1
H 0.376 1.640 -1.073
C -0.566 -1.575 -3.292
C 1.924 0.504 -0.422
O 1.760 1.424 0.706
O -1.063 1.412 1.654
H -2.214 -0.356 1.377
H -1.451 -0.041 -0.912
H 0.090 -2.231 -3.867
C -0.411 -0.313 -1.098
H 0.823 1.420 0.961
O 1.016 0.720 3.418
C 0.711 0.654 -1.378
C -0.269 -1.671 -1.765
O -2.562 -1.269 1.383
H 1.033 0.791 -2.413
H -1.574 -1.953 -3.446
H -0.404 -0.563 -3.644
H -2.494 -1.563 0.474
H 0.136 0.888 3.019
H -0.251 -0.537 -0.024
H 0.730 -2.110 -1.660
H -0.865 -2.521 -1.418
H 1.584 1.205 2.809
H 2.821 0.912 -0.877
H 1.826 -0.439 0.117
H -1.848 1.929 1.450
*
```

The HOMO-LUMO gap comes out at 7.709 eV. The value obtained for the HOMO energy is -4.3 eV. The calculation puts the electronic energy at -501.6568 a.u. Its energy above the lowest of the compared OMol25 structures with the same formula, charge and spin is 1.3 kcal per mole.

Please write out number 1 again, unchanged.
C5H17O4 | wB97M-V/def2-TZVPD

Structure (ORCA input):
```
! wB97M-V def2-TZVPD RIJCOSX def2/J DEFGRID3
* xyz -1 1
H 0.376 1.640 -1.073
C -0.566 -1.575 -3.292
C 1.924 0.504 -0.422
O 1.760 1.424 0.706
O -1.063 1.412 1.654
H -2.214 -0.356 1.377
H -1.451 -0.041 -0.912
H 0.090 -2.231 -3.867
C -0.411 -0.313 -1.098
H 0.823 1.420 0.961
O 1.016 0.720 3.418
C 0.711 0.654 -1.378
C -0.269 -1.671 -1.765
O -2.562 -1.269 1.383
H 1.033 0.791 -2.413
H -1.574 -1.953 -3.446
H -0.404 -0.563 -3.644
H -2.494 -1.563 0.474
H 0.136 0.888 3.019
H -0.251 -0.537 -0.024
H 0.730 -2.110 -1.660
H -0.865 -2.521 -1.418
H 1.584 1.205 2.809
H 2.821 0.912 -0.877
H 1.826 -0.439 0.117
H -1.848 1.929 1.450
*
```

The HOMO-LUMO gap comes out at 7.709 eV. The value obtained for the HOMO energy is -4.3 eV. The calculation puts the electronic energy at -501.6568 a.u. Its energy above the lowest of the compared OMol25 structures with the same formula, charge and spin is 1.3 kcal per mole.

The lowest electronic energy belongs to which entry? C5H18FN3O5